Model A:
DFT (ωB97M-V/def2-TZVPD) results for 2 unconnected molecules or ions with the total composition C9H14.

Element x y z (Å)
C: -0.46 3.78 0.82
C: -1.13 4.64 -0.24
H: 0.27 3.08 0.42
H: 0.02 4.38 1.59
H: -1.22 3.17 1.33
H: -0.44 5.39 -0.64
H: -1.97 5.21 0.15
H: -1.40 4.09 -1.14
C: 0.48 -2.41 -2.32
C: 0.15 -0.82 1.63
C: -0.20 -2.14 1.39
C: 0.59 0.00 0.62
C: -0.09 -2.65 0.12
C: 0.68 -0.53 -0.68
C: 0.44 -1.86 -0.91
H: 0.05 -0.46 2.65
H: -0.49 -2.73 2.24
H: 0.83 1.03 0.82
H: -0.26 -3.71 -0.07
H: 0.93 0.18 -1.46
H: -0.52 -2.65 -2.68
H: 0.97 -3.40 -2.32
H: 0.98 -1.74 -3.01

Output
* SMILES: Cc1ccccc1.CC
* net charge: 0
* frontier orbital gap: 0.3693 Eh
* spin multiplicity: 1


Model B:
DFT (ωB97M-V/def2-TZVPD) results for 2 unconnected molecules or ions with the total composition C9H14.

Element x y z (Å)
C: 3.12 -0.81 0.31
C: -0.39 -0.68 1.66
C: 0.99 -0.62 1.53
C: -1.15 -0.95 0.52
C: 1.62 -0.82 0.29
C: -0.54 -1.14 -0.70
C: 0.85 -1.05 -0.83
H: -0.82 -0.45 2.62
H: 1.58 -0.44 2.42
H: -2.21 -1.09 0.72
H: -1.14 -1.37 -1.58
H: 3.68 -0.65 -0.61
H: 3.44 -1.76 0.74
H: 1.32 -1.30 -1.76
H: 3.46 -0.03 0.99
C: -2.66 2.14 -0.69
C: -1.38 2.63 -1.42
H: -3.48 2.06 -1.40
H: -2.42 1.15 -0.32
H: -3.02 2.93 -0.03
H: -1.67 3.38 -2.17
H: -1.01 1.80 -2.02
H: -0.67 3.14 -0.78

Output
* SMILES: Cc1ccccc1.CC
* net charge: 0
* frontier orbital gap: 0.3701 Eh
* spin multiplicity: 1


Model C:
DFT (ωB97M-V/def2-TZVPD) results for 2 unconnected molecules or ions with the total composition C9H14.

Element x y z (Å)
C: 0.87 2.54 1.44
C: -1.96 0.67 -0.15
C: -1.00 1.66 0.28
C: -1.82 -0.57 0.43
C: -0.19 1.47 1.36
C: -0.94 -0.78 1.49
C: -0.13 0.31 2.05
H: -2.59 0.80 -1.00
H: -1.01 2.66 -0.28
H: -2.43 -1.59 0.28
H: -0.79 -1.97 1.75
H: 0.63 3.37 2.06
H: 1.03 2.95 0.47
H: 0.30 0.04 3.11
H: 1.67 1.85 1.86
C: 0.57 -1.35 -2.42
C: 1.50 -1.98 -1.40
H: 1.27 -0.81 -2.93
H: -0.08 -1.90 -3.13
H: -0.22 -0.76 -1.84
H: 1.76 -2.97 -1.72
H: 0.97 -2.25 -0.48
H: 2.58 -1.40 -1.23

Output
* SMILES: Cc1ccccc1.CC
* net charge: 0
* frontier orbital gap: 0.3680 Eh
* spin multiplicity: 1


Model D:
DFT (ωB97M-V/def2-TZVPD) results for 2 unconnected molecules or ions with the total composition C9H14.

Element x y z (Å)
C: -2.64 1.53 2.89
C: -2.41 2.57 1.80
H: -2.99 0.63 2.39
H: -1.77 1.29 3.50
H: -3.34 1.81 3.68
H: -1.39 2.42 1.42
H: -3.18 2.54 1.04
H: -2.41 3.59 2.20
C: -0.29 -2.41 -2.02
C: 1.74 0.71 -1.14
C: 2.90 0.15 -0.65
C: 0.71 -0.13 -1.63
C: 0.83 -1.48 -1.50
C: 2.95 -1.26 -0.44
C: 1.92 -2.07 -0.81
H: 1.63 1.78 -1.13
H: 3.76 0.78 -0.53
H: -0.22 0.26 -2.04
H: 3.88 -1.66 -0.08
H: -0.78 -1.91 -2.85
H: -0.92 -2.60 -1.15
H: 1.88 -3.15 -0.70
H: 0.14 -3.38 -2.26

Output
* SMILES: Cc1ccccc1.CC
* net charge: 0
* frontier orbital gap: 0.3626 Eh
* spin multiplicity: 1


Q: Which of them is the most stable? A: model A.


Model A:
DFT (ωB97M-V/def2-TZVPD) results for 2 unconnected molecules or ions with the total composition C9H14.

Element x y z (Å)
C: -3.21 1.91 1.83
C: -1.02 0.37 -0.83
C: -0.33 -0.59 -0.12
C: -1.91 1.21 -0.19
C: -2.14 1.11 1.18
C: -0.53 -0.68 1.26
C: -1.39 0.17 1.91
H: -0.89 0.52 -1.89
H: 0.35 -1.28 -0.61
H: -2.48 1.95 -0.73
H: 0.07 -1.38 1.83
H: -3.34 2.91 1.43
H: -3.07 2.05 2.91
H: -1.53 0.18 2.98
H: -4.18 1.41 1.73
C: 3.20 -1.84 -1.09
C: 3.23 -0.64 -2.04
H: 2.25 -1.89 -0.57
H: 3.20 -2.76 -1.69
H: 4.08 -1.92 -0.47
H: 4.18 -0.13 -2.08
H: 2.58 0.18 -1.70
H: 2.89 -0.86 -3.04

Output
* SMILES: Cc1ccccc1.CC
* net charge: 0
* frontier orbital gap: 0.3702 Eh
* spin multiplicity: 1


Model B:
DFT (ωB97M-V/def2-TZVPD) results for 2 unconnected molecules or ions with the total composition C9H14.

Element x y z (Å)
C: 1.08 1.57 -1.84
C: 1.43 2.84 -2.62
H: 1.30 0.73 -2.49
H: 1.70 1.43 -0.95
H: 0.01 1.49 -1.58
H: 1.63 3.71 -2.01
H: 0.63 3.00 -3.34
H: 2.33 2.59 -3.20
C: -0.35 -2.40 -0.59
C: -0.71 -0.13 0.48
C: -0.36 -1.46 0.61
C: -0.92 0.54 1.69
C: -1.12 -0.02 2.93
C: -0.39 -2.07 1.90
C: -0.79 -1.37 3.02
H: -1.00 0.35 -0.45
H: -1.11 1.62 1.69
H: -0.96 -3.30 -0.55
H: 0.66 -2.76 -0.85
H: -1.53 0.53 3.76
H: -0.27 -3.16 1.91
H: -0.61 -1.91 3.96
H: -0.65 -1.80 -1.48

Output
* SMILES: Cc1ccccc1.CC
* net charge: 0
* frontier orbital gap: 0.3683 Eh
* spin multiplicity: 1


Q: Which of them is the most stable? A: model A.


Model A:
DFT (ωB97M-V/def2-TZVPD) results for 2 unconnected molecules or ions with the total composition C9H14.

Element x y z (Å)
C: -2.36 0.75 0.61
C: -3.39 -0.04 1.49
H: -2.48 1.81 0.86
H: -1.42 0.34 1.04
H: -2.42 0.58 -0.52
H: -3.88 0.46 2.33
H: -4.29 -0.42 0.96
H: -2.85 -0.87 1.99
C: 1.71 1.97 -1.09
C: 1.17 0.09 0.52
C: 1.46 0.56 -0.77
C: 1.29 -1.27 0.89
C: 1.76 -0.43 -1.74
C: 1.47 -2.16 -0.11
C: 1.75 -1.75 -1.41
H: 0.92 0.75 1.34
H: 1.24 -1.46 1.92
H: 1.07 2.66 -0.41
H: 1.29 2.19 -2.13
H: 1.87 -0.14 -2.79
H: 1.34 -3.26 -0.02
H: 1.98 -2.49 -2.21
H: 2.77 2.12 -0.74

Output
* SMILES: Cc1ccccc1.CC
* net charge: 0
* frontier orbital gap: 0.3630 Eh
* spin multiplicity: 1


Model B:
DFT (ωB97M-V/def2-TZVPD) results for 2 unconnected molecules or ions with the total composition C9H14.

Element x y z (Å)
C: 3.83 -1.12 -0.15
C: 0.20 -0.56 -1.15
C: 0.18 0.82 -1.37
C: 1.35 -1.20 -0.69
C: 2.51 -0.46 -0.46
C: 1.35 1.55 -1.13
C: 2.49 0.91 -0.69
H: -0.73 -1.11 -1.24
H: -0.69 1.23 -1.86
H: 1.32 -2.26 -0.48
H: 1.30 2.59 -1.39
H: 3.66 -2.11 0.27
H: 4.27 -0.54 0.66
H: 3.39 1.52 -0.60
H: 4.52 -1.19 -0.99
C: -3.60 0.44 0.68
C: -3.66 0.05 2.17
H: -4.27 1.22 0.33
H: -2.64 0.77 0.27
H: -3.83 -0.47 0.13
H: -3.88 -1.00 2.32
H: -4.36 0.71 2.68
H: -2.71 0.21 2.68

Output
* SMILES: Cc1ccccc1.CC
* net charge: 0
* frontier orbital gap: 0.3703 Eh
* spin multiplicity: 1


Q: Which of them is the most stable? A: model B.


Model A:
DFT (ωB97M-V/def2-TZVPD) results for 2 unconnected molecules or ions with the total composition C9H14.

Element x y z (Å)
C: 0.73 -0.98 2.21
C: 0.73 -2.57 0.29
C: 0.84 -1.27 0.75
C: 0.57 -2.72 -1.07
C: 0.84 -1.64 -1.98
C: 1.15 -0.22 -0.13
C: 1.35 -0.37 -1.50
H: 0.66 -3.48 0.77
H: 0.18 -3.59 -1.51
H: 1.31 -1.64 2.72
H: -0.28 -1.02 2.65
H: 0.74 -1.67 -3.02
H: 1.23 0.63 0.47
H: 1.63 0.37 -2.28
H: 1.08 -0.05 2.75
C: -1.50 2.23 0.55
C: -1.81 2.81 -0.90
H: -1.28 1.19 0.54
H: -0.52 2.72 0.89
H: -2.30 2.43 1.35
H: -1.07 3.60 -0.96
H: -2.87 3.16 -0.94
H: -1.41 2.10 -1.64

Output
* SMILES: Cc1ccccc1.CC
* net charge: 0
* frontier orbital gap: 0.3604 Eh
* spin multiplicity: 1


Model B:
DFT (ωB97M-V/def2-TZVPD) results for 2 unconnected molecules or ions with the total composition C9H14.

Element x y z (Å)
C: 2.76 0.84 0.28
C: 2.90 1.31 -1.18
H: 2.68 1.67 0.98
H: 1.80 0.33 0.36
H: 3.54 0.18 0.68
H: 3.88 1.25 -1.65
H: 2.65 2.37 -1.14
H: 2.18 0.86 -1.85
C: -1.21 1.14 -1.12
C: -1.05 -1.06 1.92
C: -0.80 -0.03 1.01
C: -1.74 -2.20 1.53
C: -1.42 -0.06 -0.23
C: -2.27 -2.26 0.24
C: -2.14 -1.19 -0.63
H: -0.90 -0.83 2.97
H: -0.17 0.80 1.28
H: -2.05 -2.87 2.32
H: -2.73 -3.23 0.05
H: -0.18 1.11 -1.50
H: -1.40 2.09 -0.63
H: -2.56 -1.36 -1.62
H: -1.76 1.16 -2.07

Output
* SMILES: Cc1ccccc1.CC
* net charge: 0
* frontier orbital gap: 0.3710 Eh
* spin multiplicity: 1


Model C:
DFT (ωB97M-V/def2-TZVPD) results for 2 unconnected molecules or ions with the total composition C9H14.

Element x y z (Å)
C: 2.19 -1.73 0.74
C: 1.84 -3.20 0.61
H: 2.41 -1.46 1.78
H: 3.05 -1.41 0.16
H: 1.42 -1.04 0.37
H: 1.32 -3.43 -0.32
H: 1.16 -3.48 1.40
H: 2.72 -3.83 0.66
C: -2.34 0.77 1.39
C: -0.10 1.28 0.35
C: -1.48 1.18 0.22
C: 0.68 1.58 -0.77
C: 0.10 1.83 -2.00
C: -2.04 1.32 -1.04
C: -1.28 1.62 -2.15
H: 0.39 1.12 1.31
H: 1.72 1.84 -0.65
H: -1.98 -0.19 1.77
H: -3.36 0.59 1.08
H: 0.67 2.21 -2.84
H: -3.12 1.22 -1.16
H: -1.69 1.74 -3.14
H: -2.29 1.46 2.22

Output
* SMILES: Cc1ccccc1.CC
* net charge: 0
* frontier orbital gap: 0.3695 Eh
* spin multiplicity: 1


Model D:
DFT (ωB97M-V/def2-TZVPD) results for 2 unconnected molecules or ions with the total composition C9H14.

Element x y z (Å)
C: 2.34 1.08 0.11
C: -0.72 3.23 -0.29
C: -1.72 2.38 -0.78
C: 0.58 2.76 -0.10
C: 0.93 1.46 -0.35
C: -1.29 1.09 -1.13
C: 0.01 0.62 -0.99
H: -1.04 4.19 0.08
H: -2.76 2.62 -0.54
H: 1.31 3.50 0.23
H: -1.93 0.34 -1.64
H: 2.44 -0.03 0.10
H: 2.52 1.21 1.18
H: 0.09 -0.41 -1.35
H: 3.04 1.57 -0.54
C: -0.92 -3.57 0.28
C: 0.03 -2.83 1.21
H: -0.91 -4.62 0.57
H: -1.99 -3.40 0.21
H: -0.79 -3.27 -0.78
H: -0.12 -1.78 1.13
H: 1.04 -3.22 1.11
H: -0.12 -2.94 2.28

Output
* SMILES: Cc1ccccc1.CC
* net charge: 0
* frontier orbital gap: 0.3710 Eh
* spin multiplicity: 1


Q: Which of them is the most stable? A: model C.


Model A:
DFT (ωB97M-V/def2-TZVPD) results for 2 unconnected molecules or ions with the total composition C9H14.

Element x y z (Å)
C: -0.03 2.22 -1.31
C: -1.26 -1.42 -0.95
C: -0.81 -0.28 -1.54
C: -1.48 -1.44 0.39
C: -0.57 0.85 -0.70
C: -1.53 -0.30 1.16
C: -1.01 0.88 0.57
H: -1.24 -2.22 -1.72
H: -0.80 -0.10 -2.62
H: -1.72 -2.43 0.90
H: -1.73 -0.40 2.18
H: -0.76 3.12 -1.22
H: 0.17 2.39 -2.40
H: -0.90 1.87 1.01
H: 0.85 2.39 -0.68
C: 2.17 -0.72 1.61
C: 2.98 -0.17 0.48
H: 2.62 -0.51 2.64
H: 1.19 -0.21 1.66
H: 2.11 -1.72 1.55
H: 2.81 -0.73 -0.40
H: 4.04 -0.02 0.57
H: 2.63 0.86 0.19

Output
* SMILES: Cc1ccccc1.CC
* net charge: 0
* frontier orbital gap: 0.3729 Eh
* spin multiplicity: 1


Model B:
DFT (ωB97M-V/def2-TZVPD) results for 2 unconnected molecules or ions with the total composition C9H14.

Element x y z (Å)
C: -0.68 1.28 -3.63
C: -0.81 0.00 -4.33
H: -0.30 1.23 -2.51
H: 0.08 1.75 -4.18
H: -1.53 1.88 -3.42
H: 0.11 -0.51 -4.13
H: -1.53 -0.69 -3.94
H: -1.13 -0.03 -5.35
C: 2.38 -1.17 2.35
C: -1.52 0.50 1.86
C: -0.67 0.53 0.77
C: -1.18 -0.24 3.01
C: 0.59 0.00 0.95
C: 0.05 -0.69 3.24
C: 1.01 -0.60 2.25
H: -2.32 1.14 1.85
H: -0.91 1.20 -0.02
H: -1.90 -0.50 3.66
H: 1.39 0.09 0.23
H: 0.50 -1.28 4.09
H: 2.31 -2.26 2.33
H: 2.88 -0.83 3.23
H: 3.17 -0.78 1.69

Output
* SMILES: Cc1ccccc1.CC
* net charge: 0
* frontier orbital gap: 0.3502 Eh
* spin multiplicity: 1


Model C:
DFT (ωB97M-V/def2-TZVPD) results for 2 unconnected molecules or ions with the total composition C9H14.

Element x y z (Å)
C: -1.88 1.35 1.98
C: -0.71 -0.84 2.47
C: -0.81 0.32 1.70
C: 0.41 -1.65 2.31
C: 1.52 -1.20 1.61
C: 0.20 0.64 0.79
C: 1.42 -0.02 0.89
H: -1.61 -1.17 2.96
H: 0.57 -2.52 2.94
H: -2.67 0.92 2.60
H: -2.25 1.76 1.05
H: 2.43 -1.77 1.50
H: 0.11 1.51 0.16
H: 2.24 0.35 0.29
H: -1.46 2.15 2.59
C: 0.65 0.69 -3.38
C: -0.02 -0.66 -3.08
H: 0.15 1.22 -4.17
H: 0.95 1.25 -2.50
H: 1.65 0.50 -3.82
H: 0.32 -1.54 -3.60
H: -0.14 -0.79 -2.00
H: -1.08 -0.50 -3.29

Output
* SMILES: Cc1ccccc1.CC
* net charge: 0
* frontier orbital gap: 0.3671 Eh
* spin multiplicity: 1


Model D:
DFT (ωB97M-V/def2-TZVPD) results for 2 unconnected molecules or ions with the total composition C9H14.

Element x y z (Å)
C: -1.92 -1.07 -2.11
C: 0.00 -0.49 1.68
C: -1.30 -0.07 1.50
C: 0.70 -1.10 0.65
C: -1.91 -0.24 0.26
C: 0.03 -1.38 -0.54
C: -1.26 -0.91 -0.77
H: 0.58 -0.22 2.56
H: -1.89 0.38 2.29
H: 1.73 -1.37 0.81
H: -2.93 0.10 0.10
H: 0.45 -2.02 -1.31
H: -1.63 -0.27 -2.80
H: -3.00 -1.00 -2.04
H: -1.65 -2.04 -2.54
C: 2.00 2.77 0.01
C: 2.65 1.37 -0.12
H: 1.43 2.85 -0.91
H: 1.38 2.96 0.88
H: 2.75 3.55 -0.10
H: 3.72 1.42 -0.32
H: 2.13 0.84 -0.91
H: 2.59 0.71 0.74

Output
* SMILES: Cc1ccccc1.CC
* net charge: 0
* frontier orbital gap: 0.3692 Eh
* spin multiplicity: 1


Q: Which of them is the most stable? A: model D.


Model A:
DFT (ωB97M-V/def2-TZVPD) results for 2 unconnected molecules or ions with the total composition C9H14.

Element x y z (Å)
C: -0.36 -0.44 3.72
C: 0.08 0.56 2.67
H: -1.51 -0.54 3.88
H: 0.08 -1.41 3.69
H: -0.04 -0.15 4.81
H: -0.84 0.77 1.97
H: 0.61 1.39 3.07
H: 0.78 0.00 2.06
C: 1.32 1.04 -3.26
C: 0.11 -1.64 -0.81
C: 0.82 -0.87 -1.78
C: -1.06 -1.03 -0.30
C: 0.58 0.45 -2.11
C: -1.39 0.20 -0.80
C: -0.61 0.93 -1.67
H: 0.41 -2.60 -0.60
H: 1.67 -1.43 -1.99
H: -1.82 -1.68 0.35
H: -2.32 0.65 -0.56
H: 2.34 1.21 -3.06
H: 0.92 2.09 -3.44
H: -0.96 2.05 -1.70
H: 1.19 0.43 -4.14

Output
* SMILES: Cc1ccccc1.CC
* net charge: 0
* frontier orbital gap: 0.3763 Eh
* spin multiplicity: 1


Model B:
DFT (ωB97M-V/def2-TZVPD) results for 2 unconnected molecules or ions with the total composition C9H14.

Element x y z (Å)
C: 0.99 1.56 -0.29
C: 0.67 2.88 -1.03
H: 1.95 1.54 0.18
H: 0.32 1.09 0.42
H: 0.99 0.79 -1.08
H: 0.04 3.54 -0.43
H: 1.56 3.49 -1.23
H: 0.24 2.46 -1.94
C: -1.26 -0.42 2.25
C: 0.71 -1.25 0.82
C: -0.67 -1.01 0.98
C: 1.18 -1.50 -0.43
C: 0.28 -1.82 -1.45
C: -1.60 -1.36 -0.01
C: -1.07 -1.91 -1.23
H: 1.23 -0.97 1.75
H: 2.24 -1.45 -0.78
H: -1.38 0.70 2.12
H: -0.41 -0.12 2.89
H: 0.54 -1.80 -2.49
H: -2.64 -1.49 0.23
H: -1.74 -2.25 -1.97
H: -2.18 -0.71 2.73

Output
* SMILES: Cc1ccccc1.CC
* net charge: 0
* frontier orbital gap: 0.3610 Eh
* spin multiplicity: 1


Model C:
DFT (ωB97M-V/def2-TZVPD) results for 2 unconnected molecules or ions with the total composition C9H14.

Element x y z (Å)
C: -2.58 -0.69 2.24
C: -2.27 -1.98 1.50
H: -2.95 -0.92 3.24
H: -1.67 -0.14 2.43
H: -3.31 -0.09 1.72
H: -1.98 -2.80 2.17
H: -3.18 -2.46 1.12
H: -1.58 -1.84 0.68
C: 3.42 0.07 -1.06
C: 1.38 1.16 -2.11
C: 2.00 0.55 -1.03
C: 0.08 1.66 -2.04
C: 1.22 0.33 0.12
C: -0.65 1.47 -0.88
C: -0.11 0.65 0.13
H: 1.86 1.08 -3.07
H: -0.24 2.25 -2.89
H: 4.05 0.84 -0.60
H: 3.87 -0.02 -2.05
H: 1.63 -0.31 0.88
H: -1.68 1.76 -0.77
H: -0.85 0.32 0.84
H: 3.53 -0.89 -0.56

Output
* SMILES: Cc1ccccc1.CC
* net charge: 0
* frontier orbital gap: 0.3671 Eh
* spin multiplicity: 1


Model D:
DFT (ωB97M-V/def2-TZVPD) results for 2 unconnected molecules or ions with the total composition C9H14.

Element x y z (Å)
C: 0.25 -2.68 1.88
C: 1.07 0.70 0.07
C: 1.91 1.16 1.13
C: 0.41 -0.41 0.30
C: 0.64 -1.22 1.45
C: 1.90 0.61 2.39
C: 1.26 -0.65 2.51
H: 0.90 1.29 -0.77
H: 2.49 2.17 1.02
H: -0.35 -0.65 -0.47
H: 2.44 1.05 3.11
H: -0.29 -3.29 1.10
H: -0.46 -2.62 2.70
H: 1.19 -1.14 3.46
H: 1.07 -3.12 2.43
C: -2.06 0.68 -3.32
C: -1.61 1.58 -2.19
H: -1.26 0.40 -4.04
H: -2.32 -0.50 -3.09
H: -2.76 1.16 -3.96
H: -2.57 1.89 -1.66
H: -1.03 2.45 -2.56
H: -0.83 1.11 -1.49

Output
* SMILES: Cc1ccccc1.CC
* net charge: 0
* frontier orbital gap: 0.3623 Eh
* spin multiplicity: 1


Q: Which of them is the most stable? A: model C.